[1]
Formula: C19H22N6O
Source: the OMol25 dataset
Level of theory: wB97M-V/def2-TZVPD

Element x y z (Å)
O1 0.9623 0.8197 -1.4871
N1 7.6039 0.3855 -2.6597
N2 1.7579 -0.7975 1.6370
N3 -0.1478 -0.7660 3.0922
C1 1.6481 0.2818 -0.6083
C2 8.0213 1.1498 -3.6577
C3 1.1106 -1.1035 2.7772
C4 1.0267 -0.1405 0.6946
C5 -0.7995 -0.0825 2.2121
C6 -0.2843 0.2392 0.9806
C7 3.5758 1.5887 -2.5971
C8 5.2745 0.1386 -1.6782
C9 4.5156 2.1027 -3.5090
C10 6.2398 0.6567 -2.5623
C11 3.9423 0.5758 -1.6857
C12 5.8234 1.6072 -3.4909
N4 3.0360 0.0832 -0.7156
N5 6.9887 1.9317 -4.1829
N6 -2.0228 0.3542 2.6357
C13 -2.9168 3.8261 4.0082
C14 -2.0845 1.4579 3.5960
C15 -3.0923 -0.6598 2.7609
C16 -2.9164 2.5897 3.0781
C17 -4.3996 -2.2606 1.0231
C18 -2.9061 -2.3898 0.7653
C19 -3.4819 -1.1039 1.3332
H1 9.0736 1.1989 -4.0036
H2 1.6829 -1.6368 3.5194
H3 -0.8500 0.8017 0.2424
H4 2.5999 2.0064 -2.6714
H5 5.6112 -0.6054 -0.9331
H6 4.1886 2.9263 -4.1511
H7 3.4108 -0.4652 0.0546
H8 7.0639 2.6473 -4.9024
H9 -1.8974 4.1672 4.1892
H10 -3.4063 3.5332 4.9643
H11 -3.4967 4.6383 3.5753
H12 -1.0413 1.7807 3.7988
H13 -2.4858 1.1089 4.5475
H14 -2.8312 -1.5251 3.4132
H15 -3.9206 -0.1926 3.2736
H16 -3.9401 2.2476 2.8990
H17 -2.5050 2.8934 2.0964
H18 -5.0796 -2.1598 0.1740
H19 -4.8031 -2.8175 1.8880
H20 -2.2499 -3.0246 1.3723
H21 -2.5980 -2.3590 -0.3203
H22 -3.6002 -0.2478 0.6146

Its total energy is -31047.61750 eV. As for the charge: 0. The HOMO energy comes out at -8.174 eV. Its structure (SMILES) is CCCN(CC1CC1)c1cc(C(=O)Nc2ccc3[nH]cnc3c2)ncn1. For the energy above the lowest of the compared OMol25 structures with the same formula, charge and spin, the calculation gives 0.7260 eV.



[2]
Formula: C39H132O39
Source: the OMol25 dataset
Level of theory: wB97M-V/def2-TZVPD

Element x y z (Å)
C1 0.8776 -4.2503 5.6645
O1 1.9627 -5.2110 5.6868
H1 0.9527 -3.5495 4.8330
H2 -0.0603 -4.8028 5.6074
H3 0.7460 -3.6967 6.5942
H4 2.7352 -4.6580 5.5487
C2 1.1117 5.8800 -2.3794
O2 0.5375 6.6642 -1.4204
H5 2.1981 5.7968 -2.3491
H6 0.9415 4.8038 -2.3508
H7 0.7320 6.2324 -3.3385
H8 0.4812 7.5416 -1.8057
C3 4.2301 -1.7527 -3.0603
O3 2.9575 -1.2898 -3.5770
H9 4.2326 -1.6922 -1.9720
H10 4.2526 -2.8133 -3.3107
H11 5.0674 -1.2178 -3.5085
H12 2.2037 -1.8703 -3.4485
C4 5.9884 5.0123 -1.1628
O4 7.2776 5.5078 -0.6005
H13 5.1476 5.2671 -0.5175
H14 5.6982 5.5645 -2.0566
H15 5.9514 3.9678 -1.4720
H16 7.2937 5.2336 0.3194
C5 -4.6034 4.1449 -0.5786
O5 -3.9365 4.9653 -1.5581
H17 -4.6721 4.6422 0.3889
H18 -5.6272 3.8561 -0.8165
H19 -4.0775 3.1991 -0.4488
H20 -3.1731 5.2484 -1.0495
C6 -3.8601 -4.9668 -2.2815
O6 -2.9926 -4.7098 -1.1902
H21 -3.4580 -4.5362 -3.1986
H22 -3.8895 -6.0514 -2.3859
H23 -4.8377 -4.5055 -2.1415
H24 -3.5384 -4.9836 -0.4494
C7 -1.7902 1.8550 -2.6966
O7 -1.8345 0.6752 -1.9433
H25 -2.7642 1.9809 -3.1695
H26 -1.6740 2.7228 -2.0473
H27 -1.0334 1.8138 -3.4798
H28 -1.0883 0.7314 -1.3420
C8 -2.0670 -1.7271 4.9476
O8 -1.7862 -2.8397 5.8029
H29 -1.1591 -1.3067 4.5152
H30 -2.6330 -2.0819 4.0863
H31 -2.7098 -0.9788 5.4113
H32 -1.4174 -2.5224 6.6305
C9 1.5002 4.2466 -5.7221
O9 0.5810 3.6722 -4.8475
H33 1.1592 3.9645 -6.7182
H34 1.4529 5.3282 -5.5963
H35 2.5340 3.9460 -5.5519
H36 -0.2886 4.0450 -5.0101
C10 2.8637 4.1613 4.5561
O10 3.4189 2.9541 4.0473
H37 1.7825 4.1404 4.6930
H38 3.3285 4.4028 5.5120
H39 2.9720 4.9868 3.8526
H40 3.2053 2.9568 3.1114
C11 5.8133 1.1352 0.6423
O11 4.7672 0.2088 0.9716
H41 5.9875 1.1982 -0.4319
H42 5.4357 2.1007 0.9788
H43 6.7430 0.9441 1.1782
H44 4.0094 0.5092 0.4646
C12 -0.5928 -3.5740 1.9268
O12 0.2846 -3.4272 0.8154
H45 -0.2362 -2.9619 2.7552
H46 -1.6002 -3.2174 1.7120
H47 -0.6833 -4.5948 2.2983
H48 0.1249 -4.0952 0.1447
C13 3.3934 2.5395 -2.8215
O13 1.9889 2.3632 -2.6641
H49 3.5016 3.6016 -3.0415
H50 3.9154 2.3184 -1.8905
H51 3.7378 2.0384 -3.7261
H52 1.5987 2.6645 -3.4878
C14 2.9454 3.7653 0.5447
O14 2.5989 2.7360 1.3826
H53 3.9021 3.4949 0.0979
H54 2.1996 3.9871 -0.2186
H55 3.0548 4.6719 1.1400
H56 2.1613 2.0326 0.8974
C15 1.2594 0.5558 4.8621
O15 1.9700 1.3509 5.7703
H57 0.9295 1.2049 4.0509
H58 1.7542 -0.3630 4.5473
H59 0.3269 0.2794 5.3542
H60 2.5666 1.8695 5.2255
C16 0.3598 -0.2164 0.7159
C17 1.5141 -0.5920 -0.3178
O16 2.4867 0.4678 -0.4409
O17 -0.2128 1.0069 0.3516
H61 0.7718 -0.1789 1.7243
H62 -0.3929 -0.9985 0.6162
H63 1.1536 -0.7176 -1.3387
H64 2.0341 -1.5418 -0.1934
H65 2.2815 0.8824 -1.2821
H66 -0.9690 1.1724 0.9194
C18 -0.3441 -6.2164 -2.5411
C19 0.1417 -5.9807 -3.9624
O18 -0.9082 -5.2869 -4.6419
O19 -0.4279 -4.9923 -1.8275
H67 0.3275 -6.9096 -2.0344
H68 -1.3118 -6.7159 -2.5873
H69 0.3551 -6.9041 -4.5007
H70 1.0445 -5.3782 -3.8622
H71 -1.3884 -5.9252 -5.1744
H72 -1.3550 -4.7610 -1.7352
C20 -4.4087 1.8413 2.9116
C21 -3.2906 1.0930 2.1631
O20 -1.9966 1.6914 2.4030
O21 -4.5443 1.3753 4.2674
H73 -5.3342 1.5611 2.4085
H74 -4.3171 2.9168 2.7600
H75 -3.4283 1.0886 1.0819
H76 -3.1745 0.0640 2.5034
H77 -1.9520 2.0150 3.3057
H78 -4.9981 0.5299 4.2373
C22 -1.3080 2.9778 6.1023
C23 -2.6396 3.2184 6.8044
O22 -3.5324 2.1136 6.6582
O23 -1.5341 3.0087 4.6915
H79 -0.9095 1.9970 6.3620
H80 -0.4995 3.6702 6.3367
H81 -3.0440 4.2106 6.6039
H82 -2.4696 3.3249 7.8757
H83 -3.8605 2.0954 5.7561
H84 -1.4305 3.9189 4.4044
C24 4.2548 -3.0770 1.4759
C25 4.4049 -4.3869 2.2719
O24 5.5844 -5.1338 1.8805
O25 5.2104 -2.1729 1.9037
H85 3.2826 -2.6223 1.6660
H86 4.3629 -3.2466 0.4046
H87 3.4882 -4.9686 2.1750
H88 4.4115 -4.0935 3.3217
H89 5.4816 -5.9961 2.2899
H90 5.0214 -1.2692 1.6408
C26 -8.0641 0.7681 1.3593
C27 -7.5351 -0.5630 0.7967
O26 -6.0883 -0.5868 0.9591
O27 -7.9247 1.7908 0.3848
H91 -7.6168 1.0582 2.3100
H92 -9.1293 0.6560 1.5618
H93 -7.8540 -0.7186 -0.2339
H94 -8.0113 -1.3563 1.3729
H95 -5.6198 -0.3211 0.1644
H96 -8.3607 2.5647 0.7490
C28 1.4897 0.0193 -7.9001
C29 1.9789 0.1414 -6.4961
O28 2.8109 -0.9736 -6.1936
O29 0.3545 -0.8151 -7.8158
H97 2.2518 -0.3630 -8.5791
H98 1.2324 1.0454 -8.1628
H99 1.1797 0.1914 -5.7565
H100 2.6088 1.0290 -6.4376
H101 2.8350 -1.0940 -5.2415
H102 0.5650 -1.6577 -8.2248
C30 -5.8536 -3.6707 2.2903
C31 -4.5007 -4.0105 1.6326
O30 -4.5482 -5.2860 1.0274
O31 -6.2423 -4.6338 3.2330
H103 -6.6559 -3.5092 1.5704
H104 -5.6478 -2.7991 2.9117
H105 -3.6477 -3.9505 2.3085
H106 -4.4210 -3.2032 0.9046
H107 -4.4896 -5.9736 1.6947
H108 -6.7543 -4.2256 3.9350
C32 -1.1460 -1.8892 -4.8383
C33 -0.3102 -1.6646 -3.5655
O32 0.6267 -2.7457 -3.3141
O33 -2.0751 -2.8924 -4.6673
H109 -0.4727 -2.2180 -5.6299
H110 -1.6063 -0.9336 -5.0897
H111 -0.8356 -1.4943 -2.6258
H112 0.3332 -0.7956 -3.7030
H113 0.2329 -3.5677 -3.0128
H114 -1.5714 -3.7097 -4.6706
C34 -4.2592 -1.5047 -1.7114
C35 -4.8778 -1.4740 -3.1045
O34 -6.2327 -1.0434 -3.0823
O35 -4.1754 -0.2575 -1.0386
H115 -3.2656 -1.9516 -1.7459
H116 -4.9747 -2.1638 -1.2197
H117 -4.7746 -2.4405 -3.5979
H118 -4.2561 -0.8937 -3.7863
H119 -6.2095 -0.1414 -2.7544
H120 -3.3924 0.1325 -1.4340
C36 -0.3925 4.7024 2.3373
C37 -1.2954 4.4195 1.1098
O36 -1.4704 5.5919 0.2939
O37 -1.0333 5.4454 3.3517
H121 0.4272 5.3588 2.0452
H122 0.1375 3.8245 2.7068
H123 -2.2951 4.2024 1.4861
H124 -0.9440 3.6322 0.4430
H125 -0.7465 5.6547 -0.3335
H126 -1.5353 6.1332 2.9084
C38 7.2093 -2.3502 -0.5928
C39 8.5673 -1.6438 -0.5727
O38 9.6487 -2.4495 -0.8865
O39 6.9810 -2.9313 -1.8760
H127 6.4120 -1.6100 -0.5256
H128 7.1502 -3.1898 0.0997
H129 8.6194 -1.3065 0.4625
H130 8.5867 -0.7248 -1.1585
H131 10.3590 -2.2072 -0.2880
H132 7.2621 -3.8482 -1.8332

Its total energy is -122424.46406 eV. As for the charge: 0. The HOMO energy comes out at -9.137 eV.



[3]
Formula: C3H9N3O3S
Source: the OMol25 dataset
Level of theory: wB97M-V/def2-TZVPD

Element x y z (Å)
C1 -1.7365 0.5756 -0.2750
C2 -1.6060 -0.7895 0.5128
C3 0.6260 1.0063 -0.7893
N1 0.7452 2.1032 0.2763
N2 1.3222 -2.0512 -0.3858
N3 -2.7585 1.2919 -0.2581
O1 -0.6950 0.7536 -1.1921
O2 1.5009 -0.3501 1.5363
O3 3.0002 -0.0611 -0.3701
S1 1.6858 -0.4177 0.0752
H1 -0.7630 -0.9572 1.0520
H2 -1.7045 -1.5062 -0.2221
H3 -2.4505 -0.7749 1.1706
H4 1.2054 1.3941 -1.6185
H5 1.6976 2.3996 0.2754
H6 0.3910 1.4806 1.0758
H7 1.6384 -2.1422 -1.3238
H8 1.4820 -2.8715 0.2822
H9 -3.5805 0.9169 0.1783

Its total energy is -24702.28173 eV. As for the charge: 0. The HOMO energy comes out at -10.247 eV. Its structure (SMILES) is [H]/N=C(\C)O[C@@H](N)S(N)(=O)=O. For the energy above the lowest of the compared OMol25 structures with the same formula, charge and spin, the calculation gives 2.6140 eV.



[4]
Formula: C28H45IN4O3
Source: the OMol25 dataset
Level of theory: wB97M-V/def2-TZVPD

Element x y z (Å)
C1 -4.9990 -1.0011 -2.9481
C2 -4.0148 -2.0283 -3.0993
C3 -2.4201 -1.8059 -3.0681
C4 -1.6340 -2.0445 -4.3947
C5 -2.4824 -2.4529 -5.7208
C6 -3.0549 -1.0785 -6.3742
C7 -1.8198 -0.2099 -6.9653
I1 -4.6622 -1.4334 -7.8095
C8 -0.0740 -1.8845 -4.3707
C9 0.6145 -1.4940 -3.0167
C10 -0.1986 -1.2357 -1.6812
N1 0.5508 -0.8641 -0.5080
C11 -0.2972 -0.6658 0.6205
C12 0.3630 -0.2743 2.0424
C13 1.9233 0.0833 1.9598
C14 2.3606 0.5253 3.4773
C15 3.8422 1.1392 3.5509
C16 4.9054 0.0633 2.9632
C17 6.3171 0.0864 3.7684
C18 7.0072 -1.3769 3.5031
C19 6.7515 -1.8988 1.9977
O1 7.6771 -2.9700 1.6036
C20 6.9011 -3.7465 0.6239
C21 -1.8452 -0.8422 0.5737
N2 -2.6178 -1.2244 -0.5632
C22 -1.7390 -1.3975 -1.6924
H1 -5.8869 -1.2458 -2.2491
H2 -4.9718 -0.0084 -3.5089
H3 -4.3859 -3.0944 -3.2936
H4 -3.3320 -3.1990 -5.4632
H5 -1.8267 -3.0062 -6.4951
H6 -3.5184 -0.4670 -5.5079
H7 -2.0290 0.2114 -8.0204
H8 -0.8693 -0.8491 -7.0678
H9 -1.6009 0.6397 -6.2092
H10 0.5036 -2.0929 -5.3314
H11 1.7651 -1.4203 -3.0679
H12 0.2604 -1.2081 2.7191
H13 -0.2046 0.6362 2.4359
H14 2.5569 -0.8602 1.7399
H15 2.1791 0.9658 1.2800
H16 1.5341 1.2294 3.8443
H17 2.3166 -0.4284 4.1179
H18 3.9459 2.1844 3.0998
H19 4.1069 1.2459 4.6769
H20 4.3995 -0.9702 3.0914
H21 5.0467 0.2715 1.8466
H22 6.1770 0.1916 4.9000
H23 6.9982 0.9242 3.3791
H24 8.1242 -1.2934 3.7476
H25 6.4947 -2.1049 4.2248
H26 6.8137 -0.9950 1.2844
H27 5.6974 -2.3767 1.9441
H28 6.1020 -4.4108 1.1388
H29 6.3243 -3.0727 -0.1050
H30 7.6538 -4.4252 0.0980
H31 -2.4297 -0.6467 1.5520
C23 -4.2567 2.9342 -4.5257
O2 -4.5304 1.7480 -4.5487
N3 -4.5809 3.7974 -3.5214
C24 -4.2204 5.1999 -3.5638
C25 -5.3105 3.2941 -2.3734
H32 -3.7045 3.4156 -5.3485
H33 -3.5881 5.4317 -2.7027
H34 -5.1308 5.8035 -3.5203
H35 -3.6776 5.4375 -4.4801
H36 -4.7262 2.5029 -1.8967
H37 -6.2611 2.8728 -2.7101
H38 -5.4972 4.0951 -1.6569
C26 -2.2214 0.7321 4.5968
O3 -2.7365 -0.3366 4.3244
N4 -1.7153 1.0780 5.8156
C27 -1.1157 2.3738 6.0619
C28 -1.7798 0.1170 6.8995
H39 -2.1226 1.5323 3.8453
H40 -0.0785 2.2326 6.3772
H41 -1.6722 2.8792 6.8556
H42 -1.1349 2.9918 5.1626
H43 -1.2393 -0.7872 6.6087
H44 -2.8247 -0.1442 7.0846
H45 -1.3390 0.5325 7.8066

Its total energy is -49959.06072 eV. As for the charge: 0. The HOMO energy comes out at -7.772 eV. Its structure (SMILES) is C=Cc1c(C[C@@H](C)I)ccc2nc(CCCCCCCCOC)cnc12.CN(C)C=O.CN(C)C=O.



[5]
Formula: C9H16N2PSTi
Source: the OMol25 dataset
Level of theory: wB97M-V/def2-TZVPD

Element x y z (Å)
C1 -0.9707 0.5953 -2.0923
C2 -1.5416 1.7528 -2.6670
C3 -0.4992 2.7433 -2.8135
C4 0.6992 2.2386 -2.2150
C5 0.4412 0.8852 -1.8059
Ti1 -0.3937 -0.4752 1.6891
P1 0.5312 -2.6691 0.9232
H1 -1.5254 -0.3243 -1.8570
H2 -2.6179 1.8606 -2.9832
H3 -0.5481 3.6804 -3.3839
H4 1.1097 0.1623 -1.3002
H5 1.6423 2.7601 -2.0493
H6 1.7071 -2.9645 0.1168
H7 -0.4686 -3.2334 0.0238
H8 0.5500 -3.7382 1.9144
S1 1.2783 0.9381 1.5168
C6 0.9565 0.4295 3.1537
N1 -0.4333 0.3117 3.6017
C7 -0.7204 -0.6891 4.6260
C8 0.2769 -0.4386 5.7459
C9 1.6940 -0.6566 5.2649
N2 1.9282 0.2035 4.0690
H9 -0.7949 1.2503 3.8969
H10 -0.6131 -1.6860 4.1873
H11 -1.7668 -0.4990 4.8788
H12 0.0802 -1.0945 6.5961
H13 0.1345 0.5882 6.0848
H14 1.8775 -1.7071 4.9775
H15 2.4329 -0.3899 6.0311
H16 2.8838 0.2053 3.7119

Its spin multiplicity is 2. Its total energy is -55805.66968 eV. The expectation value of S² is 1.175. As for the charge: 0. The HOMO energy (alpha / beta) comes out at -5.170 / -5.192 eV. For the energy above the lowest of the compared OMol25 structures with the same formula, charge and spin, the calculation gives 3.2534 eV.



[6]
Formula: C11H31BF4N2O7
Source: the OMol25 dataset
Level of theory: wB97M-V/def2-TZVPD

Element x y z (Å)
N1 -0.3779 2.2117 0.3031
H1 -0.8621 1.5429 -0.2786
H2 0.0255 1.8953 1.1733
H3 -0.9229 3.0555 0.4078
H4 0.3413 2.4527 -0.3638
N2 -2.2139 -2.0308 0.6539
H5 -3.0893 -1.5287 0.6129
H6 -2.1323 -2.6133 -0.1671
H7 -2.2970 -2.7129 1.3942
H8 -1.3715 -1.5031 0.8330
C1 -1.6801 -0.9666 -3.1916
C2 -1.1400 0.3966 -2.7692
C3 -0.7383 1.1885 -4.0110
O1 -1.9405 1.2198 -1.9183
H9 -1.1093 -1.4042 -4.0106
H10 -2.6971 -0.9642 -3.5838
H11 -1.7853 -1.5059 -2.2502
H12 -0.2031 0.1213 -2.2849
H13 -1.5920 1.7421 -4.4020
H14 -0.4768 0.6471 -4.9202
H15 0.0830 1.8935 -3.8829
B1 0.4010 -0.4381 1.7723
F1 0.2241 -0.4594 0.4126
F2 1.5968 0.0232 2.1325
F3 -0.5586 0.4107 2.3328
F4 0.2253 -1.7322 2.2292
C4 -1.2374 -5.6881 -4.4706
C5 -1.3090 -5.3141 -2.9413
O2 -0.0136 -5.1510 -2.3797
C6 -0.0104 -4.3353 -1.3243
O3 -0.9266 -3.7196 -0.7403
O4 1.2446 -4.2525 -1.0500
C7 1.7370 -3.5506 0.0510
H16 -2.1614 -5.5037 -5.0186
H17 -1.0046 -6.7373 -4.6529
H18 -0.5224 -4.9704 -4.8728
H19 -1.9435 -5.8720 -2.2527
H20 -1.8529 -4.3736 -3.0288
H21 1.0784 -3.4928 0.9177
H22 1.9937 -2.5381 -0.2606
H23 2.7020 -3.9488 0.3643
C8 3.0972 6.9531 3.1468
C9 1.9042 6.0216 2.9980
O5 1.8813 4.9535 3.9638
C10 1.3470 3.7473 3.7493
O6 0.8828 3.4116 2.6597
O7 1.4920 3.0518 4.8197
C11 0.8840 1.7970 4.8435
H24 3.1110 7.5712 4.0445
H25 3.0661 7.6522 2.3112
H26 4.1173 6.5712 3.1066
H27 1.7113 5.7575 1.9583
H28 1.0449 6.6606 3.2016
H29 -0.1863 1.9674 4.9600
H30 1.1135 1.1953 5.7228
H31 1.0504 1.1951 3.9501

Its spin multiplicity is 2. Its total energy is -40766.82035 eV. The expectation value of S² is 0.754. As for the charge: +1. The HOMO energy (alpha / beta) comes out at -12.913 / -12.913 eV.